1.
194
Properties=species:S:1:pos:R:3:lowdin_spin:R:1 method="wB97M-V/def2-TZVPD" total_charge=+3 s2=0.751 lumo_energy_ev="-5.5 / -5.6" spin_multiplicity=2 homo_ev="-8.3 / -11.0"
N -21.669 -18.564 0.955 0.16
S -21.455 -17.829 2.244 0.12
O -22.625 -17.664 3.080 0.05
O -20.457 -16.724 2.295 0.09
F -20.633 -19.004 3.007 0.01
S -22.259 -17.179 0.204 0.25
O -21.333 -16.192 -0.254 0.08
O -23.590 -16.711 0.542 0.11
F -22.532 -17.869 -1.222 0.02
C -25.080 -19.327 -3.757 0.00
C -25.095 -20.774 -3.235 0.00
C -26.068 -21.739 -3.978 0.00
N -26.651 -22.768 -3.061 0.00
C -25.671 -23.501 -2.119 0.00
C -26.376 -24.633 -1.244 0.00
C -27.181 -25.618 -2.014 0.00
C -28.137 -24.993 -3.051 0.00
C -27.313 -23.941 -3.891 0.00
C -27.777 -22.020 -2.216 0.00
H -26.013 -18.856 -4.068 0.00
H -24.503 -19.141 -4.663 0.00
H -24.711 -18.638 -2.999 0.00
H -25.384 -20.767 -2.184 0.00
H -24.122 -21.264 -3.282 0.00
H -25.428 -22.330 -4.632 0.00
H -26.789 -21.179 -4.573 0.00
H -24.946 -24.027 -2.740 0.00
H -25.238 -22.730 -1.480 0.00
H -25.450 -25.177 -1.060 0.00
H -26.695 -24.300 -0.257 0.00
H -26.580 -26.372 -2.523 0.00
H -27.781 -26.257 -1.366 0.00
H -28.566 -25.803 -3.642 0.00
H -28.882 -24.555 -2.387 0.00
H -26.550 -24.359 -4.548 0.00
H -28.054 -23.371 -4.452 0.00
H -28.193 -22.694 -1.468 0.00
H -28.554 -21.745 -2.930 0.00
H -27.416 -21.094 -1.768 0.00
C -25.409 -14.096 1.011 0.00
C -24.085 -13.417 1.109 0.00
C -23.677 -12.997 2.514 0.00
N -22.307 -12.262 2.591 0.00
C -21.049 -13.249 2.676 0.00
C -19.790 -12.559 3.300 0.00
C -20.092 -11.830 4.583 0.00
C -21.110 -10.725 4.376 0.00
C -22.390 -11.425 3.961 0.00
C -22.134 -11.198 1.443 0.00
H -25.357 -15.094 1.446 0.00
H -25.880 -14.116 0.028 0.00
H -26.161 -13.477 1.499 0.00
H -24.182 -12.508 0.516 0.00
H -23.344 -14.078 0.660 0.00
H -23.507 -13.887 3.120 0.00
H -24.548 -12.465 2.896 0.00
H -21.333 -14.023 3.389 0.00
H -20.962 -13.616 1.653 0.00
H -18.902 -13.187 3.375 0.00
H -19.369 -11.776 2.669 0.00
H -20.326 -12.556 5.362 0.00
H -19.167 -11.428 4.996 0.00
H -21.264 -10.132 5.278 0.00
H -20.714 -9.972 3.695 0.00
H -22.652 -12.161 4.721 0.00
H -23.230 -10.731 3.935 0.00
H -22.790 -10.330 1.521 0.00
H -22.234 -11.747 0.506 0.00
H -21.107 -10.864 1.295 0.00
C -18.442 -17.944 5.066 0.00
C -17.528 -16.864 4.742 0.00
C -16.121 -17.427 4.303 0.00
N -15.039 -16.365 3.790 0.00
C -13.653 -17.066 3.631 0.00
C -12.578 -16.205 2.987 0.00
C -13.044 -15.535 1.664 0.00
C -14.395 -14.780 1.813 0.00
C -15.474 -15.728 2.440 0.00
C -14.932 -15.269 4.829 0.00
H -18.031 -18.577 5.853 0.00
H -18.751 -18.468 4.162 0.00
H -19.333 -17.473 5.481 0.00
H -17.393 -16.160 5.563 0.00
H -17.874 -16.131 4.013 0.00
H -15.983 -18.263 3.618 0.00
H -15.736 -17.673 5.293 0.00
H -13.799 -17.986 3.066 0.00
H -13.358 -17.432 4.615 0.00
H -11.722 -16.836 2.747 0.00
H -12.348 -15.481 3.769 0.00
H -13.187 -16.400 1.016 0.00
H -12.267 -14.974 1.146 0.00
H -14.765 -14.647 0.797 0.00
H -14.273 -13.797 2.269 0.00
H -15.596 -16.623 1.829 0.00
H -16.448 -15.291 2.659 0.00
H -14.258 -14.542 4.376 0.00
H -14.393 -15.658 5.694 0.00
H -15.914 -14.896 5.120 0.00
C -24.717 -20.212 1.038 0.00
C -24.889 -21.090 2.249 0.00
C -23.730 -20.782 3.280 0.00
N -23.720 -21.658 4.561 0.00
C -22.387 -21.411 5.262 0.00
C -22.255 -19.931 5.855 0.00
C -23.389 -19.681 6.864 0.00
C -24.729 -19.661 6.096 0.00
C -24.970 -21.124 5.470 0.00
C -24.118 -23.159 4.244 0.00
H -24.158 -19.336 1.369 0.00
H -25.577 -19.707 0.598 0.00
H -24.211 -20.783 0.260 0.00
H -24.993 -22.138 1.967 0.00
H -25.765 -20.752 2.803 0.00
H -23.779 -19.748 3.623 0.00
H -22.818 -20.727 2.685 0.00
H -21.585 -21.659 4.566 0.00
H -22.413 -22.096 6.110 0.00
H -22.232 -19.327 4.948 0.00
H -21.262 -19.963 6.302 0.00
H -23.310 -18.755 7.435 0.00
H -23.423 -20.438 7.647 0.00
H -24.765 -18.839 5.381 0.00
H -25.474 -19.305 6.808 0.00
H -25.877 -21.049 4.870 0.00
H -25.078 -21.936 6.189 0.00
H -23.499 -23.489 3.410 0.00
H -25.160 -23.266 3.943 0.00
H -24.049 -23.732 5.169 0.00
C -21.015 -19.699 -4.451 0.00
C -20.202 -20.350 -3.355 0.00
C -20.879 -20.570 -1.980 0.00
N -20.066 -21.344 -0.878 0.00
C -18.947 -20.460 -0.215 0.01
C -18.164 -21.254 0.834 0.00
C -17.472 -22.568 0.251 0.00
C -18.488 -23.424 -0.421 0.00
C -19.392 -22.702 -1.387 0.00
C -21.115 -21.728 0.212 0.02
H -20.528 -19.402 -5.380 0.00
H -21.440 -18.737 -4.165 0.00
H -21.915 -20.295 -4.603 0.00
H -19.323 -19.741 -3.148 0.00
H -20.009 -21.372 -3.682 0.00
H -21.818 -21.107 -2.116 0.00
H -21.014 -19.555 -1.607 0.00
H -18.248 -20.272 -1.030 0.00
H -19.403 -19.516 0.084 0.00
H -17.257 -20.798 1.233 0.00
H -18.715 -21.417 1.760 0.00
H -16.695 -22.307 -0.468 0.00
H -16.892 -23.068 1.027 0.00
H -17.883 -24.082 -1.046 0.00
H -19.057 -24.076 0.241 0.00
H -18.737 -22.450 -2.221 0.00
H -20.167 -23.388 -1.730 0.00
H -21.988 -22.221 -0.216 0.00
H -21.384 -20.893 0.858 0.01
H -20.561 -22.537 0.689 0.00
C -21.675 -15.405 -4.056 0.00
C -20.136 -15.040 -3.960 0.00
C -19.226 -16.077 -3.156 0.00
N -17.876 -15.498 -2.650 0.00
C -17.210 -16.444 -1.645 0.00
C -17.945 -16.440 -0.249 0.00
C -18.290 -15.034 0.363 0.00
C -18.765 -14.118 -0.731 0.00
C -17.994 -14.040 -2.002 0.00
C -16.945 -15.385 -3.939 0.00
H -21.890 -16.426 -3.738 0.00
H -21.927 -15.267 -5.107 0.00
H -22.219 -14.778 -3.350 0.00
H -20.038 -13.998 -3.656 0.00
H -19.762 -15.066 -4.983 0.00
H -18.957 -16.884 -3.837 0.00
H -19.728 -16.486 -2.279 0.00
H -17.026 -17.381 -2.171 0.00
H -16.239 -16.002 -1.423 0.00
H -18.901 -16.951 -0.365 0.00
H -17.401 -17.001 0.510 0.00
H -18.989 -14.993 1.199 0.00
H -17.361 -14.552 0.667 0.00
H -19.822 -14.317 -0.903 0.00
H -18.899 -13.117 -0.323 0.00
H -18.342 -13.443 -2.845 0.00
H -17.004 -13.765 -1.637 0.00
H -17.542 -14.958 -4.745 0.00
H -16.651 -16.379 -4.277 0.00
H -16.077 -14.732 -3.855 0.00
O -22.730 -15.254 4.941 0.00
C -21.817 -15.513 5.859 0.00
O -21.736 -16.697 5.933 0.00
O -21.430 -14.648 6.609 0.00
H -22.806 -16.189 4.737 0.00

---

2.
39
Properties=species:S:1:pos:R:3:nbo_charge:R:1 method="wB97M-V/def2-TZVPD" total_charge=+1 lumo_energy_ev=-4.5 homo_ev=-11.8
Au -0.277 -0.206 -0.591 1.17
S -0.930 -3.619 -3.304 0.54
C -2.458 -2.966 -2.923 -0.38
C -2.390 -1.848 -2.142 -0.29
C -1.048 -1.519 -1.862 -0.16
C -0.138 -2.392 -2.406 -0.33
C 1.268 -2.187 -2.149 0.21
C 2.315 -2.942 -2.645 -0.23
C 3.615 -2.553 -2.359 -0.10
C 3.833 -1.413 -1.607 -0.25
C 2.745 -0.716 -1.117 0.11
N 1.495 -1.103 -1.367 -0.51
H -3.349 -3.443 -3.301 0.26
H -3.254 -1.295 -1.811 0.25
H 2.106 -3.810 -3.254 0.24
H 4.450 -3.128 -2.736 0.24
H 4.830 -1.065 -1.382 0.25
H 2.871 0.166 -0.514 0.24
C -3.007 0.298 2.032 -0.41
N -2.557 1.654 1.757 -0.30
C -2.390 2.648 2.695 -0.04
C -1.871 3.723 2.059 -0.05
N -1.718 3.355 0.745 -0.47
C -2.126 2.092 0.572 0.27
S -2.082 1.229 -0.930 -0.11
H -3.364 0.257 3.057 0.24
H -2.171 -0.391 1.915 0.23
H -3.810 0.033 1.349 0.23
H -2.649 2.502 3.728 0.26
H -1.604 4.699 2.422 0.26
H -1.326 3.915 0.006 0.45
F 3.567 1.588 2.675 -0.29
C 2.469 1.911 2.013 0.71
F 2.793 2.166 0.731 -0.33
F 1.940 3.013 2.538 -0.31
S 1.263 0.517 2.073 2.33
O 1.948 -0.604 1.467 -0.96
O 0.831 0.420 3.425 -0.91
O 0.181 1.015 1.141 -1.08

---

3.
21
Properties=species:S:1:pos:R:3:nbo_charge:R:1 method="wB97M-V/def2-TZVPD" total_charge=+1 lumo_energy_ev="-4.6 / -4.6" homo_ev="-12.9 / -12.9"
C 0.335 0.672 2.980 -0.66
C 0.154 0.651 1.531 0.16
C -0.030 1.639 0.582 -0.05
N -0.065 1.067 -0.649 -0.30
C -0.297 1.609 -1.928 -0.43
C 0.273 -0.220 -0.464 0.44
C 0.172 -1.509 -1.647 -0.48
C -0.555 -2.618 -1.019 -0.24
S -0.006 -3.479 0.280 0.09
N 0.355 -0.462 0.834 -0.50
H -0.662 0.576 3.307 0.25
H 0.981 -0.177 3.066 0.23
H 1.007 1.397 3.480 0.27
H -0.357 2.711 0.633 0.25
H -1.360 1.506 -2.102 0.24
H -0.194 2.753 -1.891 0.25
H 0.474 1.255 -2.552 0.24
H 1.166 -1.856 -1.706 0.29
H -0.477 -1.051 -2.377 0.26
H -1.394 -3.018 -1.569 0.23
H 0.479 -1.445 1.209 0.46

---

4.
16
Properties=species:S:1:pos:R:3:nbo_charge:R:1 method="wB97M-V/def2-TZVPD" total_charge=0 lumo_energy_ev=-1.1 homo_ev=-11.0
C 0.567 0.010 -1.418 -0.59
C 0.217 0.095 0.065 -0.31
C 1.446 -0.250 1.048 -0.61
C -0.126 1.421 0.491 0.29
N -0.175 2.436 1.007 -0.27
C -0.905 -0.762 0.422 0.67
O -1.110 -1.620 1.225 -0.41
N -2.192 -0.242 -0.423 0.47
O -2.070 0.799 -1.022 -0.38
O -3.160 -0.890 -0.394 -0.30
H 1.301 0.843 -1.566 0.24
H 1.155 -0.964 -1.553 0.22
H -0.335 0.064 -2.085 0.26
H 2.028 -1.242 0.931 0.24
H 2.296 0.522 1.119 0.25
H 1.063 -0.220 2.152 0.24

---

5.
64
Properties=species:S:1:pos:R:3:nbo_charge:R:1 method="wB97M-V/def2-TZVPD" total_charge=+3 lumo_energy_ev=-10.9 homo_ev=-17.2
Os 0.907 0.030 -0.595 1.40
C 0.429 2.045 4.561 -0.42
N 0.623 1.066 3.477 -0.28
C 0.977 -0.242 3.659 -0.02
C 1.098 -0.789 2.419 -0.07
N 0.829 0.182 1.486 -0.46
C 0.533 1.296 2.152 0.08
P 0.108 2.912 1.454 0.85
C 1.535 2.957 0.345 0.09
N 2.061 1.875 -0.259 -0.45
C 3.181 2.332 -0.942 -0.05
C 3.297 3.666 -0.740 -0.03
N 2.259 4.044 0.064 -0.28
C 1.973 5.422 0.490 -0.42
C -0.963 2.339 0.107 0.12
N -0.632 1.348 -0.729 -0.46
C -1.632 1.253 -1.679 -0.06
C -2.550 2.210 -1.412 -0.03
N -2.115 2.885 -0.291 -0.28
C -2.813 4.025 0.325 -0.42
H 0.565 1.537 5.510 0.26
H 1.165 2.841 4.482 0.24
H -0.573 2.464 4.523 0.24
H 1.124 -0.672 4.636 0.27
H 1.338 -1.803 2.152 0.24
H 3.828 1.690 -1.498 0.27
H 4.039 4.361 -1.098 0.27
H 2.837 6.042 0.274 0.26
H 1.120 5.814 -0.060 0.23
H 1.765 5.453 1.556 0.24
H -1.612 0.523 -2.469 0.26
H -3.455 2.478 -1.932 0.27
H -3.879 3.926 0.143 0.26
H -2.631 4.037 1.395 0.23
H -2.464 4.958 -0.114 0.24
N -0.736 -1.196 -0.191 -0.48
C -1.688 -1.838 -0.306 0.59
C -2.845 -2.639 -0.468 -0.20
C -3.887 -2.570 0.465 -0.15
C -4.990 -3.379 0.290 -0.19
C -5.066 -4.227 -0.812 -0.10
C -4.030 -4.288 -1.740 -0.19
C -2.918 -3.488 -1.583 -0.15
H -3.831 -1.892 1.306 0.23
H -5.789 -3.364 1.018 0.25
H -5.936 -4.859 -0.942 0.26
H -4.087 -4.970 -2.576 0.26
H -2.119 -3.515 -2.314 0.23
N 0.582 -5.636 -3.250 -0.17
C 1.158 -4.958 -2.525 0.21
C 1.812 -4.058 -1.612 -0.15
C 2.959 -4.402 -0.900 -0.04
C 3.516 -3.453 -0.057 -0.22
C 2.916 -2.218 0.067 0.08
N 1.794 -1.900 -0.605 -0.45
C 1.258 -2.804 -1.440 0.08
H 3.401 -5.383 -1.014 0.28
H 4.411 -3.669 0.510 0.27
H 3.348 -1.448 0.692 0.23
H 0.372 -2.527 -1.988 0.23
O 0.823 0.031 -2.668 -0.63
C 2.055 0.050 -2.909 0.66
O 2.822 -0.006 -1.908 -0.55
H 2.421 0.106 -3.936 0.20